1.
A molecular structure, C36H42BrN3P2Si2Y, computed with ωB97M-V with the def2-TZVPD basis set.

Values from the calculation:
ΔE to the lowest compared entry with this formula, charge and spin = 5.5 kcal/mol
Strongest force on any atom = 0.75 eV Å⁻¹
Charge = +1
E_tot = -147903.331 eV

Element x y z (Å)
H 5.797 3.966 2.450
H -5.137 0.263 0.587
C 2.928 2.191 2.211
H -2.646 2.063 -4.144
H -2.099 0.522 -2.288
C 1.213 0.433 -2.534
H -5.482 3.168 2.374
H -2.851 1.322 5.199
C 2.816 -3.020 -1.403
C -4.758 -0.231 -0.307
C -1.715 3.480 -0.680
C 1.355 2.744 -1.896
P 1.588 0.909 0.186
H 3.945 3.118 3.852
Si -3.300 -1.347 0.058
C -2.232 1.262 3.148
H 1.239 -0.619 -2.277
N 2.013 -0.697 0.218
H 2.094 1.850 2.813
H -3.957 2.575 0.550
C 0.970 2.152 -4.193
C 4.438 -2.116 1.061
H 1.860 -3.419 -1.055
H -1.282 0.790 3.378
C -2.028 4.342 -1.716
C 1.141 3.120 -3.211
H 2.679 -2.748 -2.453
H -4.465 -2.878 1.685
H -2.619 4.502 -3.773
H -4.956 2.524 4.703
H -1.843 -4.044 0.563
Si 3.415 -1.534 -0.405
C -0.898 -5.952 0.681
C -2.371 3.830 -2.962
N 0.131 -3.839 1.153
H 1.107 4.169 -3.471
C 1.003 0.808 -3.854
C 0.289 -6.608 0.972
Br 0.395 -8.472 0.851
H 5.211 -1.190 -2.023
H 4.843 -1.253 1.596
H 0.869 0.050 -4.615
H -1.447 3.876 0.294
H 2.341 -6.340 1.583
C 4.521 -0.510 -1.516
C 0.188 1.037 1.118
C 4.996 3.394 2.001
C -2.087 1.594 -2.128
C 1.399 -5.866 1.353
H -3.944 -3.395 -1.239
H 2.126 -3.891 1.704
H 5.793 3.539 0.013
H 1.492 3.504 -1.136
H 3.966 0.024 -2.289
C -3.100 1.582 4.178
H -2.007 5.412 -1.554
H 5.120 0.207 -0.956
H 3.978 2.247 -1.012
H 3.848 -2.683 1.786
C 2.933 1.924 0.843
C 4.996 3.152 0.635
C 3.970 2.419 0.057
N -1.750 -0.552 0.175
H -5.566 -0.847 -0.713
H -3.342 -2.122 -2.291
H -4.531 0.535 -1.051
H -2.205 -3.094 -1.388
H 0.809 2.447 -5.222
C 1.401 1.394 -1.547
C 1.270 -4.495 1.426
C 3.958 2.915 2.789
C -3.185 -2.615 -1.328
C -3.620 -2.186 1.721
C -2.531 1.595 1.827
P -1.387 1.028 0.529
C -4.574 2.623 2.595
C -0.929 -4.576 0.787
H 3.541 -3.837 -1.377
H -2.768 -2.755 2.111
C -2.391 2.460 -3.170
C -3.707 2.290 1.563
Y 0.113 -1.321 1.177
H -3.852 -1.422 2.469
C -1.757 2.099 -0.878
C -4.278 2.263 3.901
H 5.277 -2.746 0.758
H -1.781 -6.495 0.377


2.
A molecular structure, C36H42ClN3O8S2Si2Ta, computed with ωB97M-V with the def2-TZVPD basis set.

Values from the calculation:
Strongest force on any atom = 0.73 eV Å⁻¹
Charge = -1
E_tot = -110374.174 eV

Element x y z (Å)
H 3.450 1.006 -4.805
C 3.477 1.472 -3.814
H -3.774 -5.655 2.514
C -2.570 0.579 -3.740
H 0.762 -6.522 0.302
C 1.696 -4.825 1.242
N -0.062 -2.884 1.191
H -4.384 3.413 1.386
H -0.970 6.125 -0.262
C 1.304 4.144 -1.815
N 0.013 2.946 -0.242
H 2.601 -5.370 1.515
H 3.261 -2.854 -1.411
C -4.066 2.812 2.230
H -5.687 -1.933 1.598
O -1.138 1.464 -1.862
H 4.018 -0.476 -1.423
O -3.457 -1.333 -4.980
C -3.170 1.758 2.008
H 4.336 3.437 -2.081
C -2.388 -2.688 1.647
C -2.179 -1.754 -2.929
O -2.211 -2.958 -2.829
Si 1.821 1.018 -3.011
H 2.082 4.155 -2.566
C 1.020 -5.492 0.050
C -0.406 5.243 -0.529
H -0.032 2.606 -3.742
C 3.520 -3.211 0.700
N 2.110 -3.441 0.988
H 3.767 -2.187 0.971
H 0.109 -4.961 -0.218
H 1.152 2.297 -5.020
C -4.550 3.090 3.493
C -4.156 2.319 4.584
H -2.889 0.660 5.185
H 5.272 3.276 -0.598
H 3.738 -4.514 -1.027
C -2.475 -4.032 2.004
H 2.652 -1.267 -3.502
C -1.531 -0.750 -2.113
H 5.375 0.660 -1.412
Cl 0.244 1.531 2.234
H 1.030 -4.836 2.103
H -0.074 1.101 -4.637
H 0.936 -1.142 -3.883
Ta -0.227 0.739 0.027
C 4.506 0.311 -0.850
C -1.716 0.540 -2.544
C 4.255 3.323 -1.001
H 0.804 6.211 -2.019
H -2.072 0.185 2.964
O -2.978 1.515 -4.379
H 4.372 1.117 -3.307
C 1.178 -2.467 0.928
C -2.774 0.991 3.105
C -3.260 1.273 4.369
H 1.448 -1.345 -2.209
H 1.678 -5.511 -0.819
O -0.781 -0.859 -1.041
O -4.512 1.780 6.924
C -1.068 -2.044 1.382
H 2.760 2.822 1.761
C 1.010 2.962 -1.129
C -0.682 4.037 0.077
C 0.589 5.282 -1.505
C 3.396 1.994 1.446
H 3.787 4.221 -0.593
Si 3.361 1.759 -0.416
S 1.726 -0.895 0.478
H 4.927 -3.209 -0.936
O -1.034 -0.787 1.408
H 4.094 -3.864 1.360
H -5.837 -4.312 2.260
H 4.432 2.245 1.701
H -5.239 3.907 3.656
S -2.670 1.487 0.335
H -1.460 3.910 0.816
H -4.061 1.001 6.579
C -4.718 2.668 5.918
C -3.549 -1.935 1.506
H -1.565 -4.608 2.096
H -3.470 -0.899 1.199
O -5.341 3.671 6.145
C -2.850 -0.913 -4.037
C 1.623 1.615 -1.207
C -4.787 -2.521 1.723
C -3.712 -4.611 2.232
C 0.596 1.842 -4.196
C 3.882 -3.467 -0.757
H 4.867 -0.136 0.080
C 1.698 -0.860 -3.152
C -4.870 -3.856 2.090
H 3.570 2.549 -3.974
H 3.099 1.114 2.013


3.
A molecular structure, C36H42KN10O3P2Te, computed with ωB97M-V with the def2-TZVPD basis set.

Values from the calculation:
ΔE to the lowest compared entry with this formula, charge and spin = 28.1 kcal/mol
Strongest force on any atom = 1.32 eV Å⁻¹
Charge = -1
E_tot = -101256.813 eV

Element x y z (Å)
P -1.995 1.909 2.436
H 4.673 3.905 -1.249
H -4.247 3.196 1.610
H -5.413 -0.065 -2.227
H 0.749 -3.541 3.978
H 4.829 -1.383 3.588
C 3.797 -1.683 3.416
C 4.723 -2.230 -3.812
H -2.090 2.039 5.175
C 1.898 5.505 -0.111
H -5.113 -2.528 -1.702
C -2.226 -2.571 2.811
C 3.816 -0.041 -3.285
C -5.321 1.328 1.270
H -0.462 -4.810 3.715
N 3.197 -0.772 2.472
H -2.926 -2.842 3.581
H -0.987 0.087 6.131
O -0.727 1.205 2.106
C -4.205 2.305 0.970
H 4.015 5.807 0.118
H -5.266 0.458 0.612
N -1.149 -1.710 1.056
C 3.620 4.103 -1.083
C 1.315 3.571 -1.445
C 3.238 5.189 -0.324
Te -1.924 4.200 3.045
N -0.907 -2.933 2.877
H -5.010 2.171 -3.061
C -2.452 1.043 4.891
C -3.428 3.593 -3.066
P 1.465 -2.662 1.366
C -0.318 -3.746 3.915
C 4.061 -0.762 -5.582
O -2.859 1.070 3.525
K -0.455 0.702 -0.206
H 4.251 1.020 2.970
C 1.228 -2.760 -0.439
H 1.605 6.348 0.498
C -4.301 -1.837 -1.835
H 0.544 2.953 -1.890
C -3.287 0.077 -2.225
C -1.396 -0.016 5.123
H 3.277 1.150 -4.955
C -3.062 1.492 -2.523
H -5.254 0.979 2.300
C 4.583 -1.985 -5.171
H 3.945 -0.555 -6.640
C -2.950 -1.974 -1.735
H -3.364 0.842 5.463
H 4.436 -1.469 -1.825
H 3.260 -1.675 4.368
H 0.880 -6.007 -1.086
H 5.127 -3.176 -3.467
O -2.947 1.666 1.137
H 3.789 -2.694 3.009
N -2.327 -0.777 -1.981
C 3.405 0.954 -2.276
N 0.873 -3.936 -1.032
C -2.113 3.392 -2.775
C 4.343 -1.270 -2.887
N -4.038 2.365 -2.906
H -1.810 -1.021 5.025
H -0.780 -3.488 4.867
H 1.260 -5.295 0.490
C 0.968 -2.328 -2.511
C 0.949 4.666 -0.688
H -0.587 0.097 4.405
H 2.620 2.064 1.007
C 2.671 3.235 -1.692
N -1.895 2.079 -2.441
H -3.225 -1.297 1.323
N 1.872 0.070 0.919
H -0.106 4.849 -0.512
H -6.293 1.806 1.126
H -1.308 4.105 -2.775
N -4.517 -0.510 -2.151
C 3.068 2.204 -2.557
C 0.695 -3.655 -2.364
H -2.379 -2.849 -1.484
C 2.195 -1.020 1.572
C 3.686 0.193 -4.656
C -0.296 -2.390 1.787
H -0.418 -5.301 -0.095
H -3.974 4.469 -3.360
H 4.876 -2.732 -5.899
C 2.671 1.061 1.393
H -4.234 2.640 -0.072
H 0.418 -4.419 -3.067
H 0.971 -1.742 -3.411
C 3.492 0.560 2.364
N 1.290 -1.781 -1.305
H 3.425 0.538 -1.262
C 0.628 -5.205 -0.394
C -2.354 -1.814 1.683


4.
7 unconnected molecules or ions with the total composition C36H42N2O11, computed with ωB97M-V with the def2-TZVPD basis set.

Values from the calculation:
ΔE to the lowest compared entry with this formula, charge and spin = 15.7 kcal/mol
Strongest force on any atom = 4.42 eV Å⁻¹
E_tot = -63511.831 eV

Element x y z (Å)
C -1.387 3.170 0.213
O -2.389 3.550 5.375
H 0.698 3.342 -2.620
C -1.150 1.408 2.737
C -2.386 2.475 4.527
C 5.455 -0.294 0.984
H -0.112 4.758 1.080
O -4.513 5.033 2.175
C 5.589 -0.109 -0.419
H 2.254 -5.430 0.359
H -4.220 0.019 3.146
H 1.311 -7.635 0.905
O 2.092 0.711 1.760
H 3.268 -0.214 -4.984
C 4.480 0.487 -1.084
O -6.140 0.177 -4.141
C 3.207 1.846 -4.288
H 0.188 -0.988 -3.309
C 0.742 1.272 -3.231
H 2.770 4.513 -2.515
H 4.278 0.577 -2.141
H 1.432 -6.365 3.780
C 3.370 0.837 -0.340
H 1.789 -3.241 -1.338
H 2.804 -7.600 1.905
H -0.024 -6.611 2.922
H -1.648 -1.028 -4.592
H -3.990 -0.345 -5.546
C 1.839 -4.744 1.082
H 2.437 1.259 -0.683
O 6.668 -0.450 -1.167
C 4.334 -0.126 1.737
H 1.450 -1.769 -0.563
C -3.653 3.182 1.043
C 2.507 2.820 -3.578
C -2.218 0.545 2.528
C -3.815 -0.383 -4.481
O 0.982 -1.017 -3.848
C -3.433 4.401 1.619
H 1.422 0.695 1.072
H 0.043 -3.978 3.655
H -5.291 4.490 2.319
C -1.114 4.375 0.958
H 6.846 0.060 -1.961
O -0.444 2.701 -0.607
H 1.442 -8.366 2.506
C 1.035 -6.408 2.766
C 0.920 -2.870 1.809
C -4.572 -0.251 -2.226
H 3.105 -2.442 -0.342
H -4.622 2.801 1.328
H -1.335 -0.300 1.035
C -2.645 2.520 0.277
O 0.137 0.158 0.070
C -1.273 2.417 3.669
N 1.144 -5.082 2.217
O -2.154 -0.377 1.531
H -2.122 5.798 2.312
C -2.149 4.918 1.687
C 1.528 0.261 -3.800
O -1.136 -1.259 -2.131
H 4.215 2.116 -4.566
C 3.272 0.534 1.024
O 3.119 4.039 -3.273
C 2.726 0.558 -4.457
H -6.109 0.346 -5.085
H 0.960 -0.140 -0.365
H -4.254 1.773 5.112
C 0.690 -3.919 2.793
N 1.631 -3.390 0.764
H -3.245 3.657 5.796
H 0.661 -1.834 1.648
C 1.245 2.530 -3.076
C 2.045 -2.674 -0.443
H -2.688 1.517 -0.123
C -3.354 0.612 3.400
C -2.505 -0.735 -4.002
H -0.802 -0.907 -1.303
H -0.362 2.962 3.867
C -2.290 -0.778 -2.599
H -3.064 -0.607 -0.695
C -3.296 -0.589 -1.749
C -4.840 -0.155 -3.597
H -0.201 1.010 -2.775
H -0.168 1.809 -0.386
H -5.386 0.017 -1.568
H 6.326 -0.809 1.361
H -0.275 1.311 2.111
C 1.719 -7.499 1.906
H 4.097 -0.288 2.778
C -3.502 1.640 4.348


5.
C36H42O3 in the gas phase, computed with ωB97M-V with the def2-TZVPD basis set.

Values from the calculation:
ΔE to the lowest compared entry with this formula, charge and spin = 0.0 kcal/mol
Strongest force on any atom = 4.18 eV Å⁻¹
SMILES string = CCOC(=O)[C@@]1([C@H](C=C(c2ccccc2)c2ccccc2)c2ccccc2)CCCCCCCCCCC1=O
E_tot = -44154.815 eV

Element x y z (Å)
C 4.189 -0.348 -1.916
H 0.215 2.594 1.827
C 5.971 -5.715 3.419
H -0.436 -7.149 -1.274
H 2.643 -1.183 3.806
H 1.189 -0.290 4.183
C 5.004 1.320 1.971
C 6.179 -4.445 2.868
C 1.601 -1.034 3.492
H 6.775 -6.228 3.957
H -1.090 -1.556 4.133
H 4.948 1.491 0.892
H -3.151 -2.852 1.205
C 5.163 -3.809 2.152
H -0.778 -2.156 1.504
C -1.309 -2.717 2.288
C 0.310 0.507 1.981
H -1.131 -3.780 2.058
H -4.370 -0.999 2.490
H -3.953 -0.044 0.519
C 3.684 -5.671 2.600
O -0.554 0.287 2.819
C 0.262 -6.395 -0.907
C -2.560 1.338 1.384
H 4.315 -1.701 -0.253
O 4.051 0.254 2.285
C 3.690 -0.971 -0.768
C 0.739 -4.111 -0.195
H -0.950 -3.295 4.291
C -3.009 -0.109 1.088
C -0.664 -2.443 3.648
H -1.334 1.287 -0.414
C 2.855 -3.712 1.197
C -0.150 -5.075 -0.697
H 4.675 2.222 2.489
H 5.231 -0.510 -2.201
C 0.043 1.747 1.139
H 0.810 1.848 0.369
C -1.360 1.822 0.541
H 4.509 -7.271 3.777
H -2.345 1.477 2.448
H -1.178 -4.779 -0.928
C 2.807 -2.361 1.437
C -3.284 -0.997 2.314
H 0.493 0.132 -0.847
H 6.474 0.810 3.474
H 7.128 -3.928 3.006
H -1.554 2.873 0.298
C 1.551 0.077 -1.118
H -2.288 -0.587 0.408
C 2.010 -4.507 0.281
C 2.792 0.686 2.044
C 3.913 -4.428 1.979
C 1.593 -6.746 -0.653
H 0.887 -1.768 0.772
H 0.404 -3.074 -0.178
H 7.066 1.770 2.119
H 1.313 -3.132 3.027
H -2.825 -0.557 3.207
C 1.642 -0.355 2.064
H 1.351 1.301 -2.872
C 3.361 0.494 -2.666
C 4.708 -6.311 3.302
O 2.603 1.861 1.787
H 1.132 -2.663 4.700
H -3.409 1.993 1.133
H 5.350 -2.824 1.714
H 2.690 -6.117 2.537
H 6.755 0.041 1.893
C -2.829 -2.454 2.179
H -3.332 -3.047 2.956
H 3.488 -6.090 0.084
C 2.455 -5.799 -0.106
C 6.397 0.946 2.391
H 3.563 -1.942 2.101
H 1.954 -7.757 -0.845
C 1.850 -1.296 0.989
C 2.403 -0.680 -0.317
C 2.030 0.687 -2.280
H 3.751 0.990 -3.561
C 0.867 -2.365 3.675


Number 1: gap between HOMO and LUMO 7.16 eV, molar mass 803.68 g/mol. Number 2: gap between HOMO and LUMO 7.36 eV, molar mass 981.45 g/mol. Number 3: gap between HOMO and LUMO 3.83 eV, molar mass 891.45 g/mol. Number 4: gap between HOMO and LUMO 6.20 eV, molar mass 678.74 g/mol. Number 5: gap between HOMO and LUMO 8.46 eV, molar mass 522.73 g/mol.